(1)
ORCA calculation (ωB97M-V with the def2-TZVPD basis set) on a structure of composition C20H41MnN2OP3.

```
! RIJCOSX wB97M-V def2-TZVPD def2/J DEFGRID3
* xyz 3 5
Mn -0.757 4.006 -0.386
P 1.531 -1.372 1.815
P 1.502 3.742 -0.235
P -1.676 -3.141 0.761
H -0.243 3.561 -2.858
C -0.860 3.079 -2.095
C -2.175 3.724 -1.715
H -2.517 4.612 -2.262
C 3.101 -1.990 1.204
C 1.730 0.258 2.535
C 0.919 -2.471 3.091
C 2.615 4.909 -1.058
C 1.865 3.873 1.539
C 1.942 2.065 -0.774
C -3.014 -3.610 -0.406
C -2.278 -4.018 2.264
C -0.382 -4.316 0.161
H -0.794 1.988 -2.105
H -3.004 3.080 -1.400
H 3.668 -2.429 2.036
H 3.670 -1.166 0.755
H 2.917 -2.754 0.437
H 2.247 0.149 3.501
H 0.760 0.741 2.713
H 2.338 0.898 1.883
H 1.780 -2.874 3.642
H 0.339 -3.304 2.677
H 0.279 -1.905 3.781
H 3.450 5.153 -0.384
H 2.089 5.838 -1.308
H 3.002 4.471 -1.988
H 2.847 4.349 1.656
H 1.874 2.891 2.026
H 1.121 4.498 2.054
H 3.026 1.931 -0.734
H 1.610 1.882 -1.803
H 1.462 1.296 -0.162
H -3.614 -4.421 0.022
H -2.598 -3.916 -1.373
H -3.653 -2.732 -0.561
H -3.022 -4.769 1.978
H -2.758 -3.268 2.909
H -1.460 -4.488 2.822
H -0.824 -5.305 -0.005
H 0.454 -4.402 0.863
H 0.007 -3.925 -0.787
C 0.093 -1.301 -2.399
C 1.233 -1.443 -3.277
C 1.067 -1.818 -4.598
C -0.211 -1.949 -5.157
C -1.342 -1.705 -4.371
C -1.210 -1.363 -3.031
O 0.218 -1.164 -1.130
H 0.647 -1.335 0.688
H 2.221 -1.327 -2.833
H 1.946 -2.020 -5.209
H -0.329 -2.254 -6.201
H -2.342 -1.781 -4.798
H -2.073 -1.179 -2.390
N -2.495 2.563 3.030
C -2.131 1.300 2.556
C -1.513 1.493 1.362
N -1.503 2.866 1.098
C -2.097 3.475 2.129
H -3.001 2.776 3.883
H -2.342 0.389 3.093
H -1.100 0.813 0.630
H -2.250 4.546 2.201
*
```

Total energy ... -85589.54494 eV
E_HOMO (spin up / spin down) ... -0.5610 / -0.5714 Ha
Gap between HOMO and LUMO (spin up / spin down) ... 7.98 / 3.17 eV
<S²> ... 6.316

***

(2)
ORCA calculation (ωB97M-V with the def2-TZVPD basis set) on a cluster of 7 separate species, C39H68BO15 in total.

```
! RIJCOSX wB97M-V def2-TZVPD def2/J DEFGRID3
* xyz -1 1
C 3.883 -0.028 0.831
O 4.616 -1.190 1.261
C 3.687 -2.228 1.619
C 2.787 -2.656 0.410
C 2.656 -4.211 0.200
C 1.189 -4.755 0.283
C 0.250 -4.243 -0.859
C -0.575 -2.967 -0.518
C -1.519 -3.091 0.739
C -0.854 -2.650 2.088
C -1.653 -1.569 2.899
C -2.102 -0.327 2.070
C -1.003 0.766 1.876
C 0.085 0.401 0.819
C -0.375 0.573 -0.671
C 0.960 0.234 -1.506
O 1.615 1.481 -1.721
B 0.462 2.421 -1.811
O -0.621 1.946 -0.908
H 3.738 -0.138 -0.273
H 2.854 0.007 1.256
H 4.453 0.904 0.989
H 4.202 -3.073 2.122
H 3.020 -1.774 2.399
H 1.768 -2.253 0.612
H 3.123 -2.227 -0.561
H 3.280 -4.720 0.967
H 3.058 -4.521 -0.795
H 1.264 -5.866 0.163
H 0.807 -4.588 1.312
H 0.888 -3.976 -1.739
H -0.394 -5.083 -1.209
H 0.046 -2.045 -0.465
H -1.259 -2.797 -1.388
H -2.451 -2.546 0.485
H -1.806 -4.170 0.806
H 0.202 -2.317 1.992
H -0.813 -3.565 2.732
H -2.517 -2.094 3.375
H -0.992 -1.252 3.739
H -2.526 -0.563 1.070
H -2.935 0.160 2.651
H -0.581 1.101 2.856
H -1.531 1.669 1.477
H 0.528 -0.612 0.944
H 0.927 1.122 0.965
H -1.131 -0.172 -1.010
H 0.742 -0.283 -2.477
H 1.689 -0.437 -0.992
H 0.196 2.395 -2.995
H 0.885 3.520 -1.543
O 0.251 -5.316 -5.408
C 0.968 -4.355 -5.391
O 0.809 -3.317 -4.534
C 1.759 -2.285 -4.845
C 2.875 -2.979 -5.593
C 2.130 -4.089 -6.319
H 1.260 -1.525 -5.452
H 2.109 -1.824 -3.921
H 3.424 -2.318 -6.248
H 3.580 -3.414 -4.886
H 1.743 -3.757 -7.285
H 2.744 -4.979 -6.440
O -4.210 2.012 2.582
C -5.207 1.780 3.200
O -5.533 0.546 3.663
C -6.836 0.585 4.261
C -7.063 2.038 4.629
C -6.294 2.768 3.540
H -7.565 0.222 3.532
H -6.856 -0.068 5.133
H -8.118 2.309 4.682
H -6.612 2.250 5.602
H -6.906 2.939 2.651
H -5.872 3.705 3.897
O 0.490 9.901 -0.983
C 0.420 8.704 -1.054
O 1.476 7.881 -0.855
C 1.085 6.517 -1.120
C -0.418 6.503 -0.961
C -0.807 7.901 -1.412
H 1.397 6.253 -2.133
H 1.576 5.849 -0.415
H -0.899 5.707 -1.527
H -0.678 6.372 0.092
H -0.962 7.954 -2.491
H -1.682 8.270 -0.882
O 5.509 -2.475 -5.722
C 5.853 -1.365 -5.428
O 5.321 -0.250 -5.985
C 6.014 0.911 -5.500
C 6.644 0.480 -4.192
C 6.934 -0.992 -4.445
H 6.760 1.206 -6.244
H 5.307 1.728 -5.367
H 7.524 1.064 -3.925
H 5.918 0.577 -3.382
H 7.907 -1.143 -4.916
H 6.854 -1.583 -3.535
O -1.129 -3.359 6.027
C -0.530 -2.439 6.506
O 0.471 -1.765 5.875
C 1.036 -0.799 6.774
C -0.034 -0.540 7.813
C -0.734 -1.885 7.895
H 1.945 -1.222 7.211
H 1.298 0.102 6.219
H 0.365 -0.191 8.765
H -0.733 0.215 7.444
H -0.254 -2.552 8.615
H -1.793 -1.778 8.120
O -6.982 2.754 -2.541
C -5.967 2.340 -2.051
O -5.814 2.127 -0.722
C -4.452 1.736 -0.450
C -3.926 1.192 -1.760
C -4.684 2.025 -2.781
H -3.897 2.614 -0.114
H -4.438 0.988 0.340
H -2.841 1.262 -1.849
H -4.205 0.139 -1.865
H -4.167 2.960 -3.008
H -4.883 1.467 -3.693
*
```

Total energy ... -72937.19988 eV
E_HOMO ... -0.1612 Ha
Gap between HOMO and LUMO ... 6.32 eV

***

(3)
ORCA calculation (ωB97M-V with the def2-TZVPD basis set) on a structure of composition F3Zn3.

```
! RIJCOSX wB97M-V def2-TZVPD def2/J DEFGRID3
* xyz 3 1
Zn -0.646 0.533 0.946
Zn 2.178 0.874 -1.643
Zn -0.486 -2.739 -0.276
F -0.329 2.429 0.571
F 0.800 0.135 -0.513
F -1.517 -1.232 0.915
*
```

Total energy ... -153367.32873 eV
E_HOMO ... -0.8338 Ha
Gap between HOMO and LUMO ... 4.51 eV

***

(4)
ORCA calculation (ωB97M-V with the def2-TZVPD basis set) on a structure of composition C38H40AsI2N2OPPdS.

```
! RIJCOSX wB97M-V def2-TZVPD def2/J DEFGRID3
* xyz 4 5
Pd -1.152 -1.449 -0.105
I -3.428 -1.758 -1.859
C -3.800 -3.595 -0.856
I -2.259 -3.950 0.560
H -3.801 -4.397 -1.584
H -4.744 -3.512 -0.329
C -0.095 2.051 2.162
C -1.202 3.103 2.208
As -0.608 4.812 2.981
C -0.167 4.625 4.787
C 0.546 5.665 5.405
C 0.827 5.582 6.756
C 0.372 4.494 7.494
C -0.373 3.482 6.890
C -0.662 3.550 5.543
C 0.815 5.489 1.931
C 2.129 5.497 2.412
C 3.131 6.024 1.612
C 2.824 6.551 0.363
C 1.516 6.547 -0.108
C 0.502 6.021 0.675
P -0.684 0.436 1.483
C -2.106 -0.175 2.377
C -2.017 -0.663 3.693
C -3.153 -1.126 4.329
C -4.385 -1.098 3.674
C -4.489 -0.584 2.391
C -3.354 -0.116 1.741
C 0.650 -0.766 1.504
C 1.838 -0.376 0.825
C 2.978 -1.139 0.923
C 2.963 -2.317 1.676
C 1.802 -2.738 2.315
C 0.650 -1.972 2.239
H 0.276 1.783 3.158
H 0.754 2.386 1.562
H -2.072 2.770 2.775
H -1.539 3.361 1.202
H 0.866 6.532 4.840
H 1.383 6.373 7.241
H 0.577 4.445 8.555
H -0.740 2.658 7.487
H -1.283 2.787 5.086
H 2.370 5.102 3.390
H 4.151 6.039 1.970
H 3.609 6.985 -0.242
H 1.285 6.978 -1.072
H -0.523 6.062 0.326
H -1.071 -0.662 4.221
H -3.090 -1.496 5.344
H -5.268 -1.455 4.187
H -5.455 -0.521 1.908
H -3.448 0.333 0.759
H 1.855 0.541 0.244
H 3.888 -0.826 0.428
H 3.866 -2.906 1.766
H 1.803 -3.652 2.894
H -0.242 -2.289 2.763
C 1.028 -6.326 -1.660
C -0.131 -5.932 -2.568
C 0.236 -4.814 -3.530
N 0.315 -3.533 -2.765
C 0.298 -2.295 -3.178
S 0.279 -1.001 -1.919
N 0.337 -1.864 -4.431
C 1.181 -2.486 -5.521
O 2.005 -3.263 -5.148
C 0.922 -1.972 -6.855
C -0.200 -1.197 -7.177
C -0.374 -0.755 -8.475
C 0.563 -1.089 -9.449
C 1.672 -1.865 -9.138
C 1.855 -2.312 -7.841
H 0.715 -7.060 -0.919
H 1.443 -5.470 -1.115
H 1.841 -6.763 -2.238
H -1.010 -5.643 -1.982
H -0.447 -6.784 -3.171
H -0.503 -4.666 -4.320
H 1.202 -4.984 -4.000
H 0.342 -3.664 -1.761
H 0.084 -0.899 -4.606
H -0.963 -0.956 -6.447
H -1.240 -0.163 -8.737
H 0.426 -0.738 -10.463
H 2.390 -2.123 -9.904
H 2.716 -2.912 -7.579
*
```

Total energy ... -145686.31162 eV
E_HOMO (spin up / spin down) ... -0.6379 / -0.6379 Ha
Gap between HOMO and LUMO (spin up / spin down) ... 6.77 / 3.25 eV
<S²> ... 6.040

***

(5)
ORCA calculation (ωB97M-V with the def2-TZVPD basis set) on the molecule C22H25ClFN3O4S.

```
! RIJCOSX wB97M-V def2-TZVPD def2/J DEFGRID3
* xyz 0 1
O -4.393 -1.692 1.783
C -4.323 -0.758 1.009
N -4.003 -0.896 -0.293
H -3.889 -0.065 -0.856
C -3.645 -2.178 -0.863
C -2.156 -2.421 -0.817
C -1.397 -2.539 -1.973
C -0.029 -2.748 -1.894
C 0.599 -2.835 -0.664
C -0.165 -2.720 0.487
C -1.531 -2.515 0.421
H -2.120 -2.440 1.322
Cl 0.591 -2.851 2.035
H 1.663 -3.001 -0.597
H 0.554 -2.844 -2.797
H -1.876 -2.474 -2.939
H -4.151 -2.939 -0.259
H -4.011 -2.226 -1.891
C -4.583 0.680 1.429
H -5.332 0.672 2.222
H -4.945 1.267 0.588
C -3.310 1.312 2.001
N -2.195 1.393 1.069
C -2.247 1.785 -0.215
O -3.277 1.932 -0.851
C -0.878 1.998 -0.862
C -0.102 0.675 -0.888
C 1.343 0.888 -1.338
N 2.010 1.937 -0.595
S 2.404 1.517 0.988
O 2.975 2.681 1.593
O 1.315 0.879 1.685
C 3.692 0.315 0.679
C 3.534 -0.999 1.077
C 4.541 -1.914 0.822
C 5.683 -1.475 0.173
C 5.852 -0.157 -0.224
C 4.837 0.746 0.037
H 4.919 1.784 -0.243
H 6.762 0.140 -0.721
F 6.664 -2.357 -0.083
H 4.453 -2.947 1.120
H 2.627 -1.287 1.585
C 1.319 3.210 -0.690
C -0.101 3.105 -0.137
H -0.620 4.057 -0.257
H -0.022 2.887 0.929
H 1.312 3.510 -1.742
H 1.903 3.928 -0.114
H 1.381 1.166 -2.396
H 1.917 -0.031 -1.199
H -0.593 -0.025 -1.566
H -0.084 0.228 0.105
H -1.063 2.321 -1.892
H -1.282 1.285 1.486
H -3.555 2.321 2.356
H -2.971 0.718 2.853
*
```

Total energy ... -61956.88056 eV
E_HOMO ... -0.3440 Ha
Gap between HOMO and LUMO ... 9.80 eV

***

(6)
ORCA calculation (ωB97M-V with the def2-TZVPD basis set) on a cluster of 2 separate species, C4H7NO in total.

```
! RIJCOSX wB97M-V def2-TZVPD def2/J DEFGRID3
* xyz 0 1
C 1.076 1.321 0.741
C 0.385 -1.189 0.402
C 0.581 0.090 0.594
C -1.342 0.678 -0.770
N 0.504 -1.911 -0.749
O -1.650 -0.233 -1.499
H 0.473 2.197 0.667
H 2.016 1.623 1.020
H 0.080 -1.587 1.304
H -0.446 1.231 -0.872
H -2.125 1.175 -0.046
H 0.152 -2.797 -0.544
H -0.047 -1.460 -1.528
*
```

Total energy ... -7795.35527 eV
E_HOMO ... -0.3188 Ha
Gap between HOMO and LUMO ... 9.59 eV

***

(7)
ORCA calculation (ωB97M-V with the def2-TZVPD basis set) on the molecule C8H7Cl2NO2.

```
! RIJCOSX wB97M-V def2-TZVPD def2/J DEFGRID3
* xyz 0 1
C 1.687 -1.465 -1.015
C 1.984 0.831 -1.502
C -0.659 0.514 -0.318
C 1.248 -0.602 1.274
C -0.251 -0.085 -1.711
C 0.657 0.654 0.587
C 2.368 -0.860 0.249
C 1.858 1.136 -0.161
N 1.198 -0.433 -1.766
O 1.504 -2.637 -1.077
O 2.621 1.219 -2.425
Cl 3.883 -1.139 0.688
Cl 2.806 2.249 0.755
H -1.087 1.650 -0.530
H -1.307 -0.240 0.136
H 1.792 -0.324 2.183
H 0.579 -1.455 1.423
H -0.737 -1.033 -1.987
H -0.444 0.618 -2.566
H 0.406 1.446 1.510
*
```

Total energy ... -39036.02825 eV
E_HOMO ... -0.3324 Ha
Gap between HOMO and LUMO ... 8.58 eV